# 1
Computed, not measured: C23H25N5O4S4Y as an isolated structure, with ωB97M-V/def2-TZVPD.

Geometry as XYZ:
```
62
Properties=species:S:1:pos:R:3:forces:R:3
Y -0.218 -1.469 -0.022 -0.095 -0.222 -0.094
O 4.178 -1.256 -0.766 0.010 0.001 -0.006
C 2.983 -1.461 -0.862 -0.018 0.005 0.044
N 2.125 -2.058 0.021 -0.056 0.045 -0.001
C 2.645 -2.773 1.066 0.062 0.044 -0.030
O 3.812 -2.945 1.364 -0.022 -0.007 0.011
C 1.589 -3.491 1.890 0.011 -0.010 0.067
C 2.013 -4.324 2.915 -0.004 -0.005 -0.036
C 1.066 -5.023 3.640 -0.026 0.001 -0.002
C -0.273 -4.864 3.319 0.010 -0.006 0.011
C -0.615 -3.996 2.296 -0.010 0.006 -0.010
N 0.298 -3.320 1.595 0.039 0.028 -0.023
C 2.293 -1.049 -2.154 0.002 0.010 0.009
C 3.068 -0.647 -3.230 -0.005 0.002 -0.007
C 2.441 -0.356 -4.428 -0.005 -0.003 0.007
C 1.063 -0.479 -4.511 0.016 0.003 -0.006
C 0.363 -0.866 -3.382 -0.001 -0.003 0.009
N 0.963 -1.137 -2.223 -0.026 0.011 -0.053
H 3.074 -4.399 3.100 -0.001 -0.008 0.005
H 1.365 -5.684 4.444 0.005 0.001 0.000
H -1.051 -5.392 3.852 -0.001 0.001 0.001
H -1.646 -3.820 2.024 0.001 -0.003 0.001
H 4.138 -0.586 -3.094 0.001 -0.001 0.004
H 3.018 -0.046 -5.291 0.005 0.000 0.003
H 0.530 -0.276 -5.430 -0.005 -0.001 0.003
H -0.712 -0.974 -3.399 0.000 -0.002 -0.004
S -1.407 -3.394 -1.659 -0.056 0.024 0.039
S -3.030 -3.901 -0.467 0.033 -0.104 -0.037
S -3.923 -2.150 0.097 -0.020 0.081 0.021
S -2.635 -1.280 1.486 -0.002 -0.060 -0.012
C -3.881 1.893 -2.327 -0.002 0.010 -0.007
C -2.534 2.288 -1.732 0.009 0.001 0.031
C -2.682 2.601 -0.237 0.007 0.001 -0.012
C -1.979 3.511 -2.456 -0.004 0.000 -0.006
N -1.560 1.209 -1.982 0.021 -0.003 -0.040
N -1.895 -0.036 -1.376 0.092 -0.013 0.135
H -4.590 2.717 -2.229 -0.005 -0.006 -0.002
H -4.303 1.026 -1.816 0.000 -0.001 0.002
H -3.770 1.650 -3.386 0.003 -0.001 0.000
H -3.371 3.435 -0.088 -0.003 -0.002 -0.003
H -1.714 2.871 0.192 -0.002 -0.001 -0.002
H -3.071 1.751 0.329 -0.002 0.001 0.006
H -2.635 4.372 -2.316 0.000 0.000 0.001
H -1.881 3.307 -3.523 -0.001 0.004 0.001
H -0.992 3.772 -2.066 0.000 -0.004 0.004
H -0.679 1.482 -1.555 0.004 0.001 -0.003
H -2.438 -0.614 -2.007 -0.010 0.050 -0.039
H -2.450 0.079 -0.525 -0.055 0.013 -0.035
O 0.440 -0.394 2.017 0.058 0.330 -0.109
C 0.627 0.698 1.420 0.080 -0.069 0.188
O 0.443 0.815 0.169 0.014 -0.078 -0.027
C 1.086 1.898 2.193 -0.028 -0.056 0.014
C 1.322 3.103 1.543 -0.006 -0.026 -0.036
C 1.747 4.209 2.261 -0.001 0.010 0.006
C 1.938 4.112 3.634 -0.001 -0.006 -0.002
C 1.705 2.907 4.285 -0.007 -0.004 -0.008
C 1.278 1.801 3.566 0.009 0.010 0.034
H 1.174 3.149 0.472 0.001 0.013 0.004
H 1.932 5.147 1.753 0.001 0.000 0.002
H 2.272 4.975 4.196 0.000 0.000 0.002
H 1.857 2.830 5.354 -0.001 0.006 0.002
H 1.091 0.852 4.050 -0.006 -0.009 -0.015
```
Forces are in eV/Å.

Values from the calculation:
Net charge   -1
HOMO-LUMO gap   6.90 eV
ΔE to the lowest compared entry with this formula, charge and spin   0.00 kcal per mole
Spin multiplicity   1
HOMO   -4.36 eV
Maximum force   0.352 eV/A
Energy   -84292.0308 eV

# 2
Computed, not measured: C12H18ClN6O4Rh as an isolated structure, with ωB97M-V/def2-TZVPD.

Geometry as XYZ:
```
42
Properties=species:S:1:pos:R:3:forces:R:3
Rh -0.273 0.787 -0.307 -0.015 -0.040 -0.034
N -3.819 -0.616 1.148 -0.003 0.009 -0.011
C -3.157 -1.740 1.579 0.007 -0.013 -0.015
C -1.863 -1.593 1.196 -0.028 0.003 0.034
N -1.732 -0.390 0.536 0.038 0.004 -0.016
C -2.940 0.176 0.527 0.000 0.015 0.002
C -3.064 1.463 -0.121 0.018 0.012 0.029
N -1.949 1.960 -0.633 -0.019 -0.041 -0.007
C -2.260 3.162 -1.215 -0.008 0.015 0.010
C -3.593 3.385 -1.039 0.007 -0.004 -0.008
N -4.083 2.304 -0.345 -0.019 -0.017 -0.020
H -4.803 -0.436 1.283 0.001 -0.002 0.008
H -3.655 -2.534 2.108 0.000 0.001 0.002
H -1.050 -2.276 1.357 0.006 0.002 -0.003
H -1.527 3.776 -1.708 0.005 0.004 0.003
H -4.224 4.201 -1.342 0.004 0.003 0.000
H -5.047 2.184 -0.075 0.002 0.004 0.007
O 2.293 3.057 1.008 0.016 0.012 -0.030
Cl 0.986 2.986 0.523 0.047 -0.009 0.045
O 0.242 4.165 0.583 -0.006 0.023 0.009
O 0.938 2.381 -0.859 0.004 -0.009 0.017
O 0.236 1.846 1.272 -0.053 -0.009 -0.047
C 2.595 0.057 -0.738 -0.011 0.003 0.000
C 3.684 -1.053 -0.674 0.001 -0.032 -0.008
N 3.064 -2.332 -0.375 -0.011 0.021 0.022
C 2.004 -2.584 -1.325 0.015 -0.006 -0.003
C 0.840 -1.566 -1.069 -0.009 -0.004 0.007
N 1.325 -0.494 -0.162 0.012 0.050 0.051
C 1.649 -1.046 1.184 -0.021 -0.009 -0.018
C 2.538 -2.307 0.983 0.023 -0.014 -0.020
H 2.388 0.372 -1.760 0.003 -0.006 -0.001
H 2.891 0.927 -0.159 0.001 0.004 0.007
H 4.417 -0.828 0.099 -0.001 0.010 -0.002
H 4.209 -1.111 -1.626 0.003 0.007 0.002
H 1.623 -3.597 -1.205 -0.006 0.002 -0.014
H 2.395 -2.483 -2.335 -0.005 -0.003 -0.001
H -0.008 -2.061 -0.602 0.002 0.001 0.006
H 0.508 -1.097 -2.009 -0.003 0.006 -0.007
H 0.727 -1.270 1.715 0.005 0.004 0.008
H 2.163 -0.261 1.736 0.009 0.005 -0.006
H 1.969 -3.221 1.155 -0.004 0.002 -0.006
H 3.364 -2.294 1.692 -0.008 0.000 0.008
```
Forces are in eV/Å.

Values from the calculation:
Net charge   +2
HOMO-LUMO gap (spin up / spin down)   5.96 / 5.95 eV
ΔE to the lowest compared entry with this formula, charge and spin   2.15 kcal per mole
Spin multiplicity   1
HOMO (spin up / spin down)   -14.78 / -14.78 eV
Maximum force   0.072 eV/A
Energy   -45374.0741 eV

# 3
Computed, not measured: C20H60O20 as an isolated structure in a non-equilibrium geometry, with ωB97M-V/def2-TZVPD.

Geometry as XYZ:
```
100
Properties=species:S:1:pos:R:3:forces:R:3
C -0.140 -1.867 3.489 0.036 -0.288 0.330
C -0.827 -0.694 2.895 -0.632 0.242 -0.532
O -0.178 0.572 3.002 -4.627 -2.394 5.630
O -0.002 -1.743 4.887 0.095 -0.107 0.586
H 0.848 -1.876 3.029 -4.583 -0.041 1.523
H -0.561 -2.839 3.233 -0.787 0.431 0.580
H -1.859 -0.658 3.245 -0.356 0.340 0.039
H -0.790 -0.829 1.814 -0.605 0.609 1.915
H 0.225 0.715 3.862 -0.409 0.011 0.635
H 0.568 -0.978 4.992 0.191 0.003 0.512
C 1.452 -3.684 0.042 0.323 -0.195 0.866
C 1.530 -3.426 1.605 -0.147 -1.494 -2.364
O 2.510 -4.276 2.170 1.063 -0.894 -0.614
O 1.174 -5.003 -0.359 -0.353 -0.422 0.212
H 2.446 -3.426 -0.324 0.598 0.012 0.249
H 0.874 -2.974 -0.549 -0.711 -1.850 0.624
H 0.747 -3.568 2.350 -1.055 -0.264 -1.642
H 1.890 -2.409 1.757 -0.595 -2.200 -3.059
H 2.207 -5.116 1.820 0.467 -0.698 0.694
H 1.911 -5.542 -0.064 0.065 -0.262 -0.251
C 0.716 -1.057 0.204 -0.256 -0.016 -1.340
C -0.115 -0.004 -0.506 -0.169 1.225 4.639
O -0.926 0.463 0.556 4.402 -0.840 3.431
O 1.619 -0.561 1.057 0.145 -5.399 -7.643
H 1.228 -1.643 -0.559 0.302 1.018 -0.064
H 0.073 -1.714 0.790 1.419 0.367 -0.620
H -0.672 -0.560 -1.260 -1.230 2.443 4.593
H 0.464 0.729 -1.067 -0.325 0.068 1.787
H -1.747 0.912 0.344 3.497 1.470 2.987
H 1.206 -0.285 1.878 -1.167 -3.197 -3.190
C -2.272 -3.278 -0.572 -1.780 -0.642 -2.783
C -1.628 -1.974 -0.050 -2.656 -3.953 -2.107
O -1.336 -2.392 1.219 -0.573 -1.450 1.229
O -3.112 -2.987 -1.708 -0.534 1.675 -0.919
H -2.950 -3.810 0.095 0.381 0.464 0.989
H -1.667 -4.063 -1.026 1.354 0.212 1.008
H -2.269 -1.096 -0.126 -0.564 -1.286 0.170
H -0.723 -1.675 -0.577 -1.808 -2.112 0.551
H -2.134 -2.357 1.751 -0.166 -0.138 0.174
H -3.577 -3.738 -2.082 0.251 -0.255 0.357
C 1.742 2.534 2.655 -1.289 -0.027 0.359
C 1.227 1.354 1.852 2.401 4.141 -1.466
O 1.938 1.368 0.597 4.362 2.609 1.431
O 1.179 3.767 2.216 1.633 -0.942 1.184
H 2.829 2.465 2.697 -0.146 1.060 -0.337
H 1.415 2.448 3.691 -0.072 -0.092 0.232
H 0.170 1.393 1.587 2.058 0.751 -0.148
H 1.360 0.388 2.339 2.458 7.074 3.398
H 1.794 0.474 0.279 1.034 0.378 -0.013
H 1.554 3.956 1.353 -0.281 0.111 -0.535
C -1.939 0.622 -3.719 -0.437 1.281 0.051
C -1.098 -0.612 -3.605 -1.176 -1.527 -0.906
O -0.311 -0.680 -2.399 -2.514 -8.568 -9.919
O -1.643 1.188 -4.968 -2.185 -1.617 -1.368
H -1.787 1.461 -3.040 0.632 -0.603 0.593
H -2.983 0.374 -3.529 0.154 -0.044 -1.324
H -0.429 -0.624 -4.465 -1.258 -0.709 0.124
H -1.738 -1.495 -3.617 -0.073 -0.029 0.038
H 0.027 -1.578 -2.432 0.623 -0.378 0.159
H -2.266 1.905 -5.106 -0.034 0.144 -0.250
C -2.631 1.133 -0.654 -5.487 0.479 -5.505
C -3.887 0.744 -1.410 0.848 -2.357 0.916
O -4.554 1.818 -1.882 -0.736 2.653 -0.988
O -2.865 2.176 0.213 -4.581 -0.611 2.157
H -1.874 1.477 -1.358 -0.072 -0.283 -0.307
H -2.155 0.276 -0.176 -4.053 -1.467 -2.671
H -4.541 0.167 -0.756 -0.016 -0.360 0.182
H -3.532 0.116 -2.227 -0.563 -0.573 0.731
H -5.202 1.592 -2.554 -0.022 -0.121 0.110
H -3.242 2.898 -0.294 -0.262 0.230 -0.033
C 4.013 0.308 2.271 -2.334 -1.554 -1.848
C 3.508 -1.168 2.641 0.622 0.096 -0.868
O 2.069 -1.393 2.621 6.565 1.446 10.047
O 5.382 0.362 2.093 0.827 0.058 0.755
H 3.554 1.177 2.742 0.720 -0.959 1.329
H 3.554 0.516 1.305 0.593 -0.402 -0.122
H 4.002 -1.577 3.522 -0.355 0.248 0.377
H 3.641 -1.918 1.860 2.070 0.527 -0.634
H 1.935 -2.262 3.007 2.057 0.017 2.236
H 5.741 0.719 2.909 0.445 -0.089 -0.016
C -1.071 4.442 0.256 -0.122 -2.110 -1.988
C -0.669 2.863 0.300 -1.217 3.919 -2.563
O 0.564 2.706 -0.289 -2.864 4.584 -1.311
O -0.379 5.212 1.136 -0.077 1.185 1.083
H -2.149 4.576 0.342 -0.581 -0.204 0.537
H -0.881 4.870 -0.729 0.360 -0.390 -0.374
H -1.448 2.380 -0.289 3.474 2.257 -0.013
H -0.972 2.501 1.282 0.992 0.444 0.484
H 1.080 1.942 -0.022 0.462 0.120 -0.015
H -0.431 4.690 1.940 0.534 0.409 0.498
C 0.524 2.172 -4.870 -0.128 0.721 0.768
C 1.032 1.011 -4.051 0.783 -0.082 0.933
O 0.735 1.083 -2.642 2.804 4.886 -2.876
O 1.387 3.267 -4.742 0.904 0.312 -0.072
H -0.434 2.470 -4.445 0.665 0.318 -0.335
H 0.438 1.902 -5.923 -0.085 0.111 0.021
H 2.120 1.060 -4.098 0.143 -0.345 -0.297
H 0.654 0.059 -4.422 1.640 0.878 -0.321
H 0.040 0.463 -2.409 1.372 2.178 -0.779
H 1.700 3.174 -3.839 0.278 0.622 0.287
```
Forces are in eV/Å.

Values from the calculation:
HOMO-LUMO gap   7.42 eV
ΔE to the lowest compared entry with this formula, charge and spin   915.93 kcal per mole
Spin multiplicity   1
HOMO   -7.57 eV
Maximum force   13.346 eV/A
Energy   -62619.6280 eV

- The lowest energy belongs to which entry?
  C23H25N5O4S4Y

- What is the formula in the second record?
  C12H18ClN6O4Rh

- What is the ΔE to the lowest compared entry with this formula, charge and spin in the second record?
  2.15 kcal per mole